This record from OMol25 describes an isolated molecule of C17H13FN4. The level of theory is ωB97M-V/def2-TZVPD.

The calculation puts the energy above the lowest of the compared OMol25 structures with the same formula, charge and spin at 0.0 kcal/mol. For the total energy, the calculation gives -974.498510 Ha. Its multiplicity is 1. The value obtained for the gap between HOMO and LUMO is 8.50 eV. The HOMO energy comes out at -7.95 eV.

CARTESIAN COORDINATES (ANGSTROEM)
C -1.2220 -0.7017 1.3991
N -0.0217 0.1299 1.1899
C 0.6182 0.8242 2.2258
C 0.3553 0.8465 3.5857
C 1.1147 1.7282 4.3644
C 2.1808 2.4980 3.8071
C 2.4413 2.4561 2.4133
C 1.5796 1.6474 1.6659
C 1.5799 1.3904 0.2300
N 2.3100 1.9677 -0.7366
N 2.1384 1.5915 -2.0163
C 1.1953 0.6541 -2.3381
N 1.0612 0.2672 -3.6082
C 0.3576 0.0687 -1.3723
C -0.7269 -0.8886 -1.7267
C -2.0350 -0.3827 -1.8233
C -3.0773 -1.2879 -2.0864
C -2.7937 -2.6640 -2.2887
C -1.4647 -3.1009 -2.2824
C -0.4381 -2.2202 -2.0159
F 0.8347 -2.7201 -2.0523
C 0.5623 0.4547 -0.0197
H -1.0905 -1.6218 0.8248
H -2.0647 -0.0916 1.0730
H -1.3479 -0.9884 2.4459
H -0.4491 0.2740 3.9918
H 0.9110 1.7654 5.4400
H 2.8345 3.0693 4.4692
H 3.2633 3.0099 1.9357
H 1.8739 0.4003 -4.2238
H 0.6092 -0.6176 -3.6897
H -2.2303 0.6572 -1.5829
H -4.0812 -0.9321 -2.1229
H -3.5981 -3.3525 -2.5180
H -1.1801 -4.1308 -2.5572